Entry 1:
C19H44EuNO2P2S as an isolated structure in a non-equilibrium geometry, computed with ωB97M-V/def2-TZVPD.

Atoms and positions in Å:
Eu  -0.956  0.007  -0.204
P  0.164  -2.574  -0.817
P  0.169  2.654  -0.554
N  -0.017  0.110  -2.473
C  0.175  -2.443  -2.649
H  0.890  -3.187  -3.049
H  -0.834  -2.687  -3.021
C  0.580  -1.045  -3.157
H  1.696  -0.967  -3.187
H  0.254  -1.010  -4.221
C  0.580  1.331  -3.033
H  0.260  1.402  -4.098
H  1.696  1.260  -3.064
C  0.169  2.672  -2.393
H  -0.842  2.944  -2.736
H  0.879  3.451  -2.730
C  1.637  3.667  -0.037
C  1.996  3.330  1.419
H  2.954  3.806  1.659
H  2.097  2.247  1.564
H  1.248  3.717  2.126
C  -1.490  3.456  -0.184
C  -1.759  3.524  1.329
H  -2.756  3.962  1.491
H  -1.021  4.157  1.849
H  -1.755  2.532  1.810
C  -1.485  -3.414  -0.492
C  -1.713  -3.635  1.011
H  -2.720  -4.051  1.157
H  -1.658  -2.704  1.598
H  -0.986  -4.347  1.433
C  1.633  -3.608  -0.371
C  1.961  -3.397  1.115
H  2.935  -3.857  1.318
H  1.212  -3.869  1.765
H  2.027  -2.332  1.370
C  1.504  -0.024  -0.215
O  2.635  0.000  -0.459
C  -1.761  4.803  -0.853
H  -1.076  5.582  -0.503
H  -1.714  4.758  -1.946
H  -2.780  5.116  -0.586
C  -1.762  -4.691  -1.288
H  -2.778  -5.030  -1.047
H  -1.718  -4.539  -2.371
H  -1.074  -5.501  -1.020
C  1.552  -5.086  -0.751
H  2.531  -5.541  -0.539
H  0.806  -5.625  -0.150
H  1.348  -5.243  -1.821
C  1.543  5.173  -0.282
H  0.797  5.657  0.365
H  2.520  5.614  -0.035
H  1.337  5.424  -1.332
H  2.430  3.259  -0.693
H  2.430  -3.137  -0.979
H  -2.195  2.718  -0.622
H  -2.203  -2.641  -0.841
H  -2.824  -0.038  -2.063
H  -3.106  -0.085  -1.354
C  -0.458  -1.616  4.113
S  -0.612  -0.169  3.014
C  -0.491  1.184  4.219
O  0.689  -0.100  2.165
H  -1.484  -1.858  4.439
H  0.174  -1.355  4.972
H  -0.019  -2.455  3.556
H  0.103  0.881  5.089
H  -0.036  2.082  3.765
H  -1.531  1.382  4.509

⟨S²⟩: 15.7621
HOMO energy (alpha / beta) in eV: -9.27 / -9.43
Net charge: +1
LUMO energy (alpha / beta) in eV: -2.572 / -2.592
Multiplicity: 8
Frontier orbital gap (alpha / beta) in hartree: 0.246 / 0.251
Energy above the lowest of the compared OMol25 structures with the same formula, charge and spin in kJ/mol: 0.00



Entry 2:
A 7-piece molecular cluster, C31H59N8O overall, computed with ωB97M-V/def2-TZVPD.

Atoms and positions in Å:
N  1.805  2.098  1.298
C  1.531  1.137  0.252
C  0.096  1.014  -0.311
O  0.171  0.570  -1.672
C  -0.710  2.307  -0.278
C  -2.245  2.220  -0.366
C  -2.988  2.094  0.976
C  -2.862  0.626  1.338
N  -2.841  -0.078  -0.018
C  -2.762  0.986  -1.104
H  1.162  2.070  2.080
H  1.854  3.052  0.965
H  1.822  0.143  0.595
H  2.182  1.352  -0.597
H  -0.387  0.218  0.277
H  0.123  -0.390  -1.737
H  -0.446  2.862  0.621
H  -0.356  2.896  -1.127
H  -2.604  3.100  -0.900
H  -2.578  2.711  1.775
H  -4.033  2.369  0.825
H  -1.896  0.411  1.789
H  -3.645  0.207  1.965
H  -3.662  -0.664  -0.160
H  -2.034  -0.698  -0.063
H  -2.133  0.608  -1.904
H  -3.774  1.136  -1.474
C  3.815  0.360  -4.111
C  3.430  -1.066  -4.475
C  2.165  -1.521  -3.735
C  2.389  -1.615  -2.289
N  2.579  -1.725  -1.160
H  4.041  0.446  -3.049
H  4.710  0.667  -4.649
H  3.011  1.056  -4.362
H  4.243  -1.754  -4.238
H  3.238  -1.154  -5.545
H  1.822  -2.500  -4.075
H  1.359  -0.803  -3.906
C  -1.909  -5.709  -0.714
C  -0.722  -4.764  -0.629
C  -1.116  -3.290  -0.765
C  -1.764  -2.889  -2.014
N  -2.323  -2.574  -2.967
H  -2.386  -5.664  -1.694
H  -1.596  -6.740  -0.560
H  -2.665  -5.484  0.042
H  0.002  -5.000  -1.410
H  -0.202  -4.863  0.324
H  -0.221  -2.668  -0.647
H  -1.813  -3.026  0.040
C  -2.000  7.011  -0.147
C  -2.855  7.100  1.108
C  -2.049  6.844  2.388
C  -1.497  5.489  2.420
N  -1.048  4.432  2.441
H  -1.574  6.012  -0.266
H  -2.586  7.235  -1.037
H  -1.171  7.720  -0.108
H  -3.679  6.384  1.061
H  -3.306  8.089  1.196
H  -2.658  6.979  3.283
H  -1.208  7.537  2.460
C  -6.164  -5.996  -4.144
C  -7.070  -6.654  -3.115
C  -6.471  -6.621  -1.703
C  -5.223  -7.384  -1.621
N  -4.260  -8.006  -1.556
H  -5.211  -6.521  -4.219
H  -6.625  -5.999  -5.131
H  -5.954  -4.957  -3.878
H  -7.264  -7.692  -3.388
H  -8.039  -6.152  -3.076
H  -7.161  -7.030  -0.965
H  -6.251  -5.591  -1.411
C  5.332  -2.051  1.374
C  6.718  -1.426  1.418
C  6.740  -0.018  0.811
C  6.406  -0.032  -0.615
N  6.148  -0.045  -1.733
H  4.979  -2.164  0.348
H  5.332  -3.035  1.843
H  4.606  -1.427  1.901
H  7.435  -2.051  0.883
H  7.073  -1.348  2.447
H  7.717  0.454  0.920
H  6.012  0.625  1.314
C  2.047  4.046  4.824
C  2.606  2.632  4.904
C  3.801  2.531  5.860
C  4.938  3.319  5.376
N  5.833  3.920  4.984
H  2.800  4.742  4.450
H  1.180  4.094  4.163
H  1.736  4.390  5.812
H  2.919  2.285  3.919
H  1.837  1.940  5.258
H  4.135  1.499  5.971
H  3.537  2.896  6.855

HOMO energy in eV: -11.52
Net charge: +1
LUMO energy in eV: -2.797
Frontier orbital gap in hartree: 0.321



Entry 3:
C42H54F3N7OSZr as an isolated structure, computed with ωB97M-V/def2-TZVPD.

Atoms and positions in Å:
Zr  0.559  0.222  -0.576
C  4.802  -0.172  -2.207
C  3.535  -0.226  -1.425
N  2.386  0.096  -1.900
N  2.295  0.370  -3.267
C  1.282  -0.310  -3.757
N  1.068  -0.232  -5.085
S  0.176  -1.273  -2.800
C  3.456  -0.924  -0.117
C  4.570  -1.336  0.581
C  4.406  -2.282  1.593
C  3.142  -2.767  1.853
C  2.057  -2.211  1.181
N  2.202  -1.294  0.233
H  4.594  -0.370  -3.256
H  5.222  0.836  -2.148
H  5.540  -0.877  -1.838
H  1.792  0.161  -5.665
H  0.391  -0.840  -5.512
H  5.550  -0.969  0.315
H  5.263  -2.649  2.140
H  2.969  -3.533  2.595
H  1.039  -2.499  1.418
C  1.535  1.280  1.528
C  0.228  1.069  2.044
C  -0.673  1.842  1.228
C  0.143  2.503  0.266
C  1.513  2.215  0.469
C  2.653  3.152  0.075
C  2.665  3.482  -1.415
C  4.010  2.591  0.499
C  2.417  4.454  0.862
C  -2.175  2.205  1.345
C  -2.481  3.413  0.438
C  -2.546  2.693  2.753
C  -3.134  1.055  0.976
C  0.025  0.404  3.412
C  -1.202  -0.500  3.456
C  -0.048  1.516  4.479
C  1.237  -0.433  3.835
H  2.438  0.919  1.994
H  -0.199  3.281  -0.395
H  2.866  2.606  -2.035
H  3.442  4.218  -1.622
H  1.716  3.923  -1.726
H  4.211  1.608  0.070
H  4.089  2.506  1.583
H  4.802  3.262  0.168
H  1.520  4.969  0.518
H  3.263  5.130  0.730
H  2.307  4.253  1.928
H  -1.885  4.281  0.718
H  -3.529  3.682  0.567
H  -2.326  3.226  -0.621
H  -1.884  3.489  3.094
H  -2.554  1.898  3.491
H  -3.558  3.099  2.715
H  -2.708  0.360  0.257
H  -4.054  1.460  0.552
H  -3.419  0.464  1.844
H  -2.127  0.041  3.297
H  -1.269  -0.982  4.433
H  -1.132  -1.277  2.691
H  -0.903  2.172  4.387
H  0.852  2.131  4.439
H  -0.087  1.053  5.466
H  1.481  -1.208  3.123
H  1.008  -0.919  4.784
H  2.123  0.179  3.997
F  -2.621  4.346  -5.864
C  -2.925  3.087  -5.544
F  -2.709  2.325  -6.622
F  -4.227  3.030  -5.255
C  -2.076  2.603  -4.386
C  -0.710  2.812  -4.406
C  0.060  2.321  -3.366
N  -0.469  1.666  -2.327
C  -1.795  1.485  -2.316
C  -2.637  1.928  -3.312
H  -0.236  3.347  -5.217
H  1.132  2.448  -3.365
H  -2.207  0.971  -1.456
H  -3.703  1.763  -3.244
C  -3.633  -5.000  0.350
N  -3.131  -3.741  -0.173
N  -1.996  -3.157  0.344
C  -1.825  -1.958  -0.273
O  -0.810  -1.219  0.017
C  -2.882  -1.778  -1.162
C  -3.683  -2.906  -1.058
C  -4.961  -3.210  -1.756
C  -0.983  -3.971  0.952
C  -0.065  -4.604  0.124
C  0.895  -5.426  0.694
C  0.925  -5.603  2.073
C  -0.003  -4.965  2.888
C  -0.971  -4.145  2.325
H  -2.825  -5.727  0.392
H  -4.395  -5.357  -0.336
H  -4.064  -4.863  1.341
H  -3.033  -0.952  -1.832
H  -5.167  -2.434  -2.487
H  -5.793  -3.248  -1.053
H  -4.910  -4.165  -2.277
H  -0.107  -4.451  -0.947
H  1.611  -5.932  0.064
H  1.667  -6.255  2.514
H  0.019  -5.115  3.957
H  -1.704  -3.642  2.942

HOMO energy in eV: -13.37
Net charge: +2
LUMO energy in eV: -5.703
Frontier orbital gap in hartree: 0.282
Energy above the lowest of the compared OMol25 structures with the same formula, charge and spin in kJ/mol: 24.11



Entry 4:
C5H9EuMgO3 as an isolated structure in a non-equilibrium geometry, computed with ωB97M-V/def2-TZVPD.

Atoms and positions in Å:
O  -1.108  -1.216  -2.347
Mg  0.135  -2.227  -3.585
C  -2.889  -1.084  -0.778
C  -1.596  -1.120  -1.152
O  -0.558  -0.879  -0.242
C  -0.765  0.015  0.847
C  0.606  0.412  1.336
O  1.369  0.827  0.205
C  2.567  1.518  0.543
Eu  1.366  -0.504  -1.730
H  -3.442  -0.148  -0.815
H  -3.281  -1.902  -0.177
H  -1.325  -0.484  1.649
H  -1.329  0.896  0.509
H  1.118  -0.432  1.825
H  0.517  1.239  2.054
H  3.113  1.708  -0.388
H  2.319  2.474  1.024
H  3.182  0.907  1.220

⟨S²⟩: 20.0096
HOMO energy (alpha / beta) in eV: -4.38 / -6.23
LUMO energy (alpha / beta) in eV: 0.090 / -0.277
Multiplicity: 9
Frontier orbital gap (alpha / beta) in hartree: 0.164 / 0.219



Entry 5:
A 2-piece molecular cluster, C2H8N4O2S overall in a non-equilibrium geometry, computed with ωB97M-V/def2-TZVPD.

Atoms and positions in Å:
C  -1.746  -0.761  -2.454
C  -0.550  0.541  1.015
N  -1.266  0.244  -0.045
N  -1.234  0.827  2.139
N  0.477  0.627  -2.203
N  0.728  0.651  0.884
O  1.922  -1.150  -0.396
O  1.342  0.828  2.171
S  -0.564  -0.071  -1.429
H  -1.287  -1.105  -3.413
H  -2.366  -1.474  -1.957
H  -2.243  0.498  2.216
H  -0.617  0.995  2.937
H  1.551  -0.442  0.059
H  1.357  0.980  -1.923
H  2.206  -1.736  0.279
H  2.289  0.546  2.120

⟨S²⟩: 2.0115
HOMO energy (alpha / beta) in eV: -7.01 / -8.30
LUMO energy (alpha / beta) in eV: 0.709 / -2.270
Multiplicity: 3
Frontier orbital gap (alpha / beta) in hartree: 0.284 / 0.222



Entry 6:
One molecule with the formula CH3ClO3S in a non-equilibrium geometry, computed with ωB97M-V/def2-TZVPD.

Atoms and positions in Å:
C  0.482  1.284  0.191
O  -0.329  0.383  -0.586
S  -0.420  -1.196  -0.349
O  -1.098  -1.775  -1.433
O  1.281  -2.140  -0.089
Cl  -1.721  -1.209  1.219
H  -0.017  2.238  -0.117
H  1.457  1.235  -0.115
H  0.364  1.180  1.277

HOMO energy in eV: -10.65
LUMO energy in eV: -1.558
SMILES: COS(=O)(=O)Cl
Frontier orbital gap in hartree: 0.334
Energy above the lowest of the compared OMol25 structures with the same formula, charge and spin in kJ/mol: 348.42



Entry 7:
A 2-piece molecular cluster, C6H15NO overall in a non-equilibrium geometry, computed with ωB97M-V/def2-TZVPD.

Atoms and positions in Å:
C  0.975  0.758  1.973
C  -0.002  1.442  1.125
N  0.420  2.365  0.167
O  -1.184  1.465  1.417
H  1.948  0.846  1.586
H  0.876  -0.343  1.954
H  0.912  1.250  3.060
H  -0.146  3.199  0.029
H  1.421  2.397  -0.175
C  -1.099  -2.005  -0.187
C  -0.099  -1.058  -0.914
C  1.301  -1.656  -0.941
C  -0.611  -0.888  -2.325
H  -1.262  -1.832  0.820
H  -0.876  -3.024  -0.430
H  -2.104  -1.734  -0.585
H  0.093  -0.221  -0.322
H  1.337  -2.428  -1.768
H  2.204  -1.066  -1.030
H  1.591  -2.307  0.069
H  -0.238  0.020  -2.703
H  -0.295  -1.664  -3.033
H  -1.713  -0.936  -2.364

HOMO energy in eV: -9.88
LUMO energy in eV: 0.724
SMILES: CC(N)=O.CC(C)C
Frontier orbital gap in hartree: 0.390
Energy above the lowest of the compared OMol25 structures with the same formula, charge and spin in kJ/mol: 181.96



Entry 8:
C35H33N4O4W as an isolated structure in a non-equilibrium geometry, computed with ωB97M-V/def2-TZVPD.

Atoms and positions in Å:
W  -0.251  -0.367  -0.777
C  -3.313  0.105  0.506
O  -2.225  0.611  -0.312
C  -2.207  1.989  -0.533
C  -3.354  2.752  -0.542
C  -3.237  4.113  -0.785
C  -1.991  4.681  -1.019
C  -0.852  3.896  -1.016
C  -0.959  2.533  -0.760
N  0.165  1.632  -0.756
N  1.305  2.290  -0.684
C  2.480  1.743  -0.827
C  2.659  0.346  -1.105
O  1.595  -0.415  -1.096
C  3.893  -0.198  -1.391
C  4.995  0.638  -1.372
C  4.918  2.019  -1.062
C  6.082  2.807  -1.034
C  6.004  4.142  -0.715
C  4.763  4.711  -0.422
C  3.601  3.954  -0.448
C  3.663  2.605  -0.770
H  -4.221  0.070  -0.089
H  -3.441  0.755  1.365
H  -3.035  -0.891  0.821
H  -4.328  2.312  -0.374
H  -4.130  4.725  -0.802
H  -1.905  5.743  -1.211
H  0.118  4.325  -1.219
H  3.974  -1.255  -1.612
H  5.972  0.218  -1.597
H  7.038  2.350  -1.268
H  6.900  4.748  -0.690
H  4.706  5.763  -0.171
H  2.648  4.408  -0.213
O  1.135  -2.820  0.135
N  0.141  -2.346  -0.429
C  -0.841  0.768  -4.144
C  -2.194  0.613  -3.786
C  -2.576  -0.387  -2.932
C  -1.621  -1.289  -2.392
C  -0.285  -1.246  -2.895
C  0.078  -0.170  -3.741
C  -1.980  -2.114  -1.258
C  -1.121  -2.884  -0.435
C  -1.566  -3.944  0.435
C  -2.789  -4.567  0.127
C  -3.263  -5.599  0.905
C  -2.530  -6.027  2.009
C  -1.316  -5.424  2.324
C  -0.827  -4.391  1.545
H  -0.541  1.579  -4.795
H  -2.938  1.292  -4.186
H  -3.614  -0.491  -2.639
H  0.324  -2.133  -2.882
H  1.081  -0.145  -4.147
H  -3.039  -2.240  -1.092
H  -3.349  -4.282  -0.757
H  -4.193  -6.088  0.647
H  -2.900  -6.844  2.615
H  -0.740  -5.775  3.170
H  0.128  -3.950  1.789
C  0.575  -0.596  4.754
N  -0.209  -0.692  3.501
C  -1.613  -1.095  3.671
C  0.326  -0.443  2.338
C  1.787  -0.154  2.231
O  -0.425  -0.426  1.284
H  -0.125  -0.529  5.581
H  1.195  0.295  4.761
H  1.194  -1.482  4.893
H  -1.642  -1.972  4.314
H  -2.053  -1.338  2.717
H  -2.170  -0.290  4.150
H  2.356  -0.617  3.031
H  1.950  0.927  2.278
H  2.156  -0.542  1.289

⟨S²⟩: 2.0749
HOMO energy (alpha / beta) in eV: -16.22 / -16.24
Net charge: +3
LUMO energy (alpha / beta) in eV: -10.269 / -10.959
Multiplicity: 3
Frontier orbital gap (alpha / beta) in hartree: 0.219 / 0.194
Energy above the lowest of the compared OMol25 structures with the same formula, charge and spin in kJ/mol: 79.99



Which formula does entry 1 have? C19H44EuNO2P2S